The following is a quantum chemistry calculation of a single C20H12N4S3 molecule at a distorted geometry, from the Open Molecules 2025 dataset.

The geometry in XYZ format:
```
39
Properties=species:S:1:pos:R:3:forces:R:3
N 3.31099 0.80024 -3.28594 -0.5243 -3.5662 1.8187
N 3.83497 3.28050 1.47461 -2.5340 -1.5254 0.7024
C 3.03899 -0.20947 -2.72345 -0.1654 3.2102 -1.8355
C 2.96075 2.55078 1.77474 2.4700 0.4418 -0.4391
N 2.18876 -3.22461 -3.29082 -2.3272 2.5477 1.3516
N 1.27925 1.43002 4.35981 1.3285 -0.6413 -1.1882
S 1.58122 -2.42211 0.18737 0.6812 -0.2843 1.2980
S 1.12832 -1.08079 1.70916 -0.7955 0.0421 1.0480
S 3.50550 -0.11285 0.34225 1.3549 0.0034 -1.0446
C 1.48262 -2.21310 -2.72836 3.5969 -4.6161 -1.0769
C 1.07524 1.63221 3.09144 -2.1951 0.6690 5.3570
C 2.62446 -1.29435 -0.62492 -2.1465 0.1140 -2.0970
C 2.30771 0.20862 1.52471 -1.1026 0.3309 -0.1319
C 2.34168 -1.24837 -1.97851 2.2316 1.5854 0.9254
C 2.12908 1.41203 2.14354 1.5688 -0.2406 -1.7998
C -2.71057 -2.34181 -2.41061 -0.9846 -1.4194 -0.2418
C -2.86366 2.98288 1.97217 2.2297 -1.2077 -0.8398
C -2.05455 -1.28971 -1.82072 2.3319 0.2552 -0.5919
C -2.04643 -3.30700 -3.16642 1.5307 -0.5145 -0.5021
C -1.75990 2.82430 1.02980 -2.0418 0.4663 1.7906
C -2.64898 2.63337 3.29855 3.7196 -1.5584 -0.7825
C -0.64145 -1.17702 -1.93794 -0.7740 -3.2208 -1.3459
C -0.64172 -3.32457 -3.30228 -1.3861 1.4076 0.1336
C -0.50469 2.39918 1.40032 -1.9064 0.9022 -0.7540
C -1.30330 2.15403 3.69502 -1.9443 2.6767 -3.6309
C 0.05583 -2.28932 -2.59350 -2.0891 1.6976 -0.5373
C -0.25817 2.17507 2.72686 -0.4328 -1.4841 1.1020
H 1.50713 -3.95475 -3.61962 0.9303 0.9704 0.2452
H 0.50964 1.59590 5.03452 0.5899 0.0732 -1.1874
H -3.79289 -2.50750 -2.29335 0.5137 0.5564 -0.0663
H -3.85646 3.14203 1.58866 -0.1323 0.3974 -0.0052
H -2.59476 -0.50135 -1.37560 -0.5829 0.6694 0.6438
H -2.53146 -4.08995 -3.75394 -0.4799 0.4073 0.4765
H -1.95898 3.01223 0.00864 -0.2227 0.1863 -0.9418
H -3.43468 2.44566 3.96551 -1.0467 0.3460 0.9609
H -0.06201 -0.33690 -1.59010 -0.0655 0.0470 0.2455
H -0.26208 -4.00843 -4.12480 -0.0341 0.9217 1.6029
H 0.17123 2.25353 0.58646 0.8505 -0.0945 0.0220
H -1.10666 2.00140 4.70673 -0.0144 -0.5519 1.3157
```
Forces are in eV/Å.

Values from the calculation:
Kohn-Sham gap: 0.2862 hartree
molecular weight: 404.5 g/mol
energy above the lowest of the compared OMol25 structures with the same formula, charge and spin: 222.40 kJ/mol
E_tot: -2182.75063 Ha
SMILES: [H]/N=C(/C(C#N)=C1\SS/C(=C(C#N)\C(=N\[H])c2ccccc2)S1)c1ccccc1
HOMO level: -8.8 eV

Atomic partial charges in e from the Löwdin method, atoms 1 to 2: 0.17, 0.17